No. 1
C4H3N3 in the gas phase. Source: OMol25; level of theory: ωB97M-V/def2-TZVPD.

Computed properties:
HOMO = -9.53 eV
Energy relative to the best compared isomer or geometry (same formula, charge and spin) = 0.5749 eV
Maximum force = 3.162 eV/Å
HOMO-LUMO gap = 0.369 Ha
Structure (SMILES) = N#Cc1ncc[nH]1

Geometry (Å):
N  3.32538  -0.31894  0.12819
C  2.15822  -0.40021  0.04839
C  0.74084  -0.35348  -0.02656
N  -0.07583  -1.29365  0.37655
C  -1.31724  -0.73113  0.24912
C  -1.24848  0.52106  -0.28119
N  0.08861  0.78100  -0.45269
H  -2.12075  -0.95155  0.92354
H  -2.05086  1.20257  -0.52991
H  0.48580  1.70874  -0.37800

These are the natural (NBO) partial charges, in e, on atoms 1 to 2: atom 1 (N): -0.270, atom 2 (C): 0.240

---

No. 2
C3H7NO2 in the gas phase. Source: OMol25; level of theory: ωB97M-V/def2-TZVPD.

Computed properties:
HOMO = -9.96 eV
Energy relative to the best compared isomer or geometry (same formula, charge and spin) = 0.8133 eV
Maximum force = 2.388 eV/Å
HOMO-LUMO gap = 0.398 Ha
Structure (SMILES) = CC(=O)OCN

Geometry (Å):
C  0.16762  2.20854  -0.19740
C  -0.34365  0.84689  -0.59818
O  -1.10012  0.64594  -1.51020
H  -1.32040  -1.18818  0.11027
H  1.02357  2.12787  0.46502
H  0.45289  2.76095  -1.08910
H  -0.63094  2.74730  0.30893
N  0.28011  -2.29576  0.92938
C  -0.22516  -1.41457  -0.04350
O  0.40023  -0.12216  0.01779
H  1.24774  -2.56099  0.79352
H  0.15950  -1.94509  1.87166
H  -0.11139  -1.81074  -1.05820

These are the natural (NBO) partial charges, in e, on atoms 1 to 2: atom 1 (C): -0.719, atom 2 (C): 0.794

---

No. 3
2 unconnected molecules or ions with the total composition C8H7NO. Source: OMol25; level of theory: ωB97M-V/def2-TZVPD.

Computed properties:
HOMO = -9.00 eV
Energy relative to the best compared isomer or geometry (same formula, charge and spin) = 4.1119 eV
Maximum force = 4.969 eV/Å
HOMO-LUMO gap = 0.332 Ha

Geometry (Å):
C  -1.08474  1.32943  -1.89819
C  -0.40397  0.22699  -2.20726
C  -1.27885  1.65894  -0.55198
C  0.20414  -0.58135  -1.13869
C  -0.52262  1.08825  0.45868
C  0.19699  -0.06067  0.11884
C  0.51220  -1.40077  2.39095
C  0.92721  -0.52597  1.25404
N  1.34809  -1.92817  1.48014
O  -0.09644  -1.62487  3.42599
H  -1.45964  1.93491  -2.73606
H  -0.03285  -0.10352  -3.18884
H  -2.05852  2.46848  -0.25292
H  0.49922  -1.56993  -1.25783
H  -0.48273  1.24955  1.47526
H  2.10818  0.68246  1.54201
H  1.62432  -2.84378  1.08585

These are the natural (NBO) partial charges, in e, on atoms 1 to 2: atom 1 (C): -0.242, atom 2 (C): -0.189

---

No. 4
11 unconnected molecules or ions with the total composition C22H66O11S11. Source: OMol25; level of theory: ωB97M-V/def2-TZVPD.

Computed properties:
HOMO (alpha / beta) = -0.24 / -6.19 eV
Energy relative to the best compared isomer or geometry (same formula, charge and spin) = 0.0000 eV
Total charge = -1
Maximum force = 3.869 eV/Å
HOMO-LUMO gap (alpha / beta) = 0.070 / 0.290 Ha
Spin multiplicity = 2

Geometry (Å):
C  1.52857  4.64948  -1.47564
S  1.24353  6.33426  -0.79760
O  2.54573  6.50902  -0.06981
C  1.58528  7.23422  -2.38772
H  2.58022  4.44674  -1.67819
H  0.91402  4.56269  -2.37169
H  1.22978  3.81185  -0.84540
H  1.08937  8.19848  -2.27647
H  1.14224  6.80496  -3.28635
H  2.63040  7.21027  -2.69633
C  1.40745  -4.23016  -5.73407
S  1.74403  -3.48155  -4.12606
O  3.02027  -2.65346  -4.18848
C  0.28089  -2.30776  -3.97507
H  0.62085  -4.98467  -5.74233
H  2.35046  -4.67702  -6.04895
H  1.13543  -3.41855  -6.40890
H  0.65382  -1.35259  -3.60538
H  -0.48056  -2.74853  -3.33164
H  -0.24357  -2.04961  -4.89507
C  4.33644  -4.18150  -1.50997
S  4.53053  -2.67158  -0.45309
O  5.91567  -2.66572  0.16046
C  4.22666  -1.31717  -1.71908
H  3.34712  -4.28494  -1.95567
H  4.32626  -5.06496  -0.87162
H  5.17226  -4.21677  -2.20872
H  4.88630  -1.49445  -2.56852
H  4.51104  -0.40771  -1.18982
H  3.15995  -1.28342  -1.94062
C  -2.38784  6.05082  0.70548
S  -1.92270  4.35206  1.27970
O  -1.07108  3.75318  0.20240
C  -0.72061  4.64184  2.63741
H  -2.75796  6.11193  -0.31793
H  -1.56540  6.76428  0.75736
H  -3.13005  6.43992  1.40250
H  -0.05028  5.34630  2.14497
H  -0.14995  3.73973  2.85795
H  -1.31776  5.08205  3.43598
C  -5.64799  1.26728  -1.53100
S  -4.05079  1.06940  -0.64743
O  -4.35548  -0.04278  0.37613
C  -3.12384  0.23484  -2.02244
H  -5.44221  1.98878  -2.32169
H  -6.43773  1.41968  -0.79535
H  -5.89294  0.31913  -2.00965
H  -2.77563  1.02955  -2.68220
H  -3.77683  -0.43824  -2.57802
H  -2.17655  -0.20997  -1.71768
C  -0.63561  -4.94432  0.42610
S  -0.47114  -6.56116  -0.39104
O  0.82164  -6.35126  -1.21828
C  -0.30258  -7.78942  0.93363
H  0.31914  -4.72729  0.90510
H  -1.40633  -4.68945  1.15350
H  -0.47559  -4.18797  -0.34229
H  0.66090  -7.70581  1.43643
H  -0.07950  -8.76041  0.49147
H  -1.10484  -7.92071  1.65975
C  -4.22244  -3.31503  4.39459
S  -4.06270  -4.43976  2.83291
O  -2.67504  -5.07083  2.80580
C  -4.05581  -3.16635  1.46387
H  -3.25809  -3.00115  4.79411
H  -4.67488  -3.91420  5.18477
H  -4.87859  -2.45459  4.26343
H  -3.52016  -2.32616  1.90576
H  -5.07355  -2.80527  1.31578
H  -3.64865  -3.53807  0.52358
C  0.23307  1.20027  -0.90429
S  0.45930  -0.62637  -0.70264
O  1.94046  -0.69064  -0.17985
C  -0.62091  -0.92228  0.78280
H  0.09526  1.67831  0.06555
H  -0.64028  1.32196  -1.54502
H  1.07388  1.60629  -1.46668
H  -0.43550  -1.90463  1.21720
H  -1.62110  -1.06691  0.37438
H  -0.62642  -0.10647  1.50567
C  1.05659  -1.55614  6.56542
S  0.91396  -3.12841  5.59386
O  -0.15001  -3.93805  6.27097
C  0.02233  -2.32345  4.08690
H  1.73746  -1.61319  7.41469
H  0.09990  -1.05587  6.71562
H  1.56014  -0.91998  5.83752
H  0.66180  -1.62216  3.55083
H  -0.91199  -1.86993  4.41776
H  -0.20112  -3.01805  3.27715
C  6.11808  1.00455  2.24561
S  5.46144  -0.48563  3.25115
O  5.26644  -0.11958  4.69265
C  3.65771  -0.29069  2.77502
H  5.80806  1.03519  1.20108
H  7.17194  0.72802  2.27752
H  5.91665  1.89173  2.84598
H  3.33705  -1.30981  2.55896
H  3.48800  0.42492  1.97053
H  2.96625  -0.05887  3.58511
C  -2.98815  6.78255  -3.63585
S  -2.10007  5.32913  -4.40656
O  -0.77099  5.82501  -4.81608
C  -2.00506  4.35163  -2.92628
H  -3.57116  7.35098  -4.36048
H  -2.39769  7.51653  -3.08747
H  -3.69906  6.46953  -2.87117
H  -2.25744  5.03591  -2.11623
H  -1.06453  3.85475  -2.68838
H  -2.87782  3.69959  -2.89094

These are the Löwdin partial charges, in e, on atoms 1 to 2: atom 1 (C): -0.257, atom 2 (S): 0.827

---

No. 5
C6H10O in the gas phase. Source: OMol25; level of theory: ωB97M-V/def2-TZVPD.

Computed properties:
HOMO = -7.26 eV
Energy relative to the best compared isomer or geometry (same formula, charge and spin) = 6.4921 eV
Maximum force = 0.317 eV/Å
HOMO-LUMO gap = 0.301 Ha

Geometry (Å):
C  1.85753  -0.74109  -0.08180
C  0.64977  -0.38538  0.72805
C  -0.63719  -0.04271  -1.06190
C  -1.62790  0.59070  -0.15660
C  -1.40600  -0.80312  0.30518
O  -0.98231  1.47163  0.73195
C  0.40221  1.11616  0.85620
H  2.19580  0.01317  -0.82427
H  1.73696  -1.70159  -0.59209
H  2.67381  -0.88610  0.64048
H  0.25569  0.50692  -1.34575
H  -0.99214  -0.68595  -1.86049
H  -2.58637  0.99583  -0.47415
H  -1.90629  -1.61198  -0.21980
H  -1.32084  -0.98464  1.36310
H  0.98076  1.72473  0.12804
H  0.70651  1.42342  1.86384

These are the natural (NBO) partial charges, in e, on atoms 1 to 2: atom 1 (C): -0.734, atom 2 (C): 0.007

---

The following electronic energy values (in eV) correspond, in order, to the records above: -8665.8359; -8809.7156; -11942.0678; -165580.6514; -8424.7482.